1.
# C46H56N4P2PtSSe

A molecular structure, C46H56N4P2PtSSe (ωB97M-V/def2-TZVPD, the Open Molecules 2025 dataset).

Values from the calculation:
Max |F|, eV/A: 2.21
Net charge: +2
LUMO level (spin up / spin down), eV: -6.352 / -6.352

```
111
Properties=species:S:1:pos:R:3:lowdin_charge:R:1
Pt -0.6421 -0.1055 0.2991 0.323
C 1.2731 2.0101 -2.2347 -0.256
C 1.9098 1.4146 -0.9729 -0.324
P 0.9186 1.7375 0.5460 0.968
C 1.9606 1.1995 1.9258 -0.411
C 2.7641 0.0701 1.7899 -0.121
C 3.5298 -0.3687 2.8577 -0.060
C 3.4861 0.3082 4.0690 -0.046
C 2.6666 1.4184 4.2155 -0.071
C 1.8993 1.8620 3.1503 -0.105
C 0.9952 3.5547 0.5880 -0.349
C -0.1044 4.3504 0.2823 -0.079
C 0.0556 5.7224 0.1457 -0.049
C 1.3034 6.2963 0.3297 -0.049
C 2.3936 5.5049 0.6709 -0.049
C 2.2471 4.1349 0.7993 -0.083
C 0.1780 1.1420 -2.8554 -0.330
P -1.2443 0.8128 -1.7607 0.863
C -2.0918 2.3933 -1.4947 -0.390
C -2.8065 2.5341 -0.3019 -0.160
C -3.5582 3.6726 -0.0634 -0.069
C -3.5955 4.6819 -1.0164 -0.053
C -2.8815 4.5497 -2.1993 -0.049
C -2.1347 3.4075 -2.4459 -0.060
C -2.4111 -0.1203 -2.7849 -0.341
C -3.7644 -0.0724 -2.4376 -0.080
C -4.6941 -0.8101 -3.1486 -0.058
C -4.2820 -1.6112 -4.2052 -0.052
C -2.9422 -1.6531 -4.5590 -0.057
C -2.0035 -0.9194 -3.8513 -0.087
H 2.0595 2.1288 -2.9807 0.124
H 0.8747 3.0059 -2.0234 0.099
H 2.8943 1.8601 -0.8145 0.102
H 2.0285 0.3383 -1.0934 0.043
H 2.8008 -0.4504 0.8421 0.087
H 4.1702 -1.2336 2.7395 0.109
H 4.0978 -0.0306 4.8946 0.117
H 2.6345 1.9429 5.1613 0.120
H 1.2635 2.7328 3.2609 0.118
H -1.0815 3.9039 0.1597 0.063
H -0.7964 6.3374 -0.1119 0.112
H 1.4285 7.3647 0.2155 0.117
H 3.3641 5.9553 0.8304 0.117
H 3.0977 3.5228 1.0718 0.115
H 0.5833 0.1692 -3.1408 0.057
H -0.2043 1.6149 -3.7632 0.099
H -2.7604 1.7373 0.4341 0.076
H -4.1158 3.7801 0.8579 0.115
H -4.1852 5.5721 -0.8425 0.118
H -2.9131 5.3368 -2.9410 0.119
H -1.5867 3.3174 -3.3757 0.114
H -4.0916 0.5585 -1.6219 0.099
H -5.7406 -0.7572 -2.8795 0.114
H -5.0055 -2.2037 -4.7486 0.116
H -2.6200 -2.2629 -5.3925 0.116
H -0.9623 -0.9699 -4.1404 0.095
C 2.8996 -3.2667 -3.0021 -0.031
N 2.7679 -3.4954 -1.5828 -0.150
C 3.7979 -4.2178 -0.8321 -0.086
C 3.2117 -4.2862 0.5844 -0.105
N 2.1184 -3.3201 0.4990 0.037
C 1.8413 -2.9866 -0.7711 -0.765
S 0.4984 -2.0857 -1.2746 0.654
H 3.8515 -2.7792 -3.2216 0.102
H 2.0837 -2.6318 -3.3350 0.051
H 2.8549 -4.2097 -3.5478 0.104
H 4.7394 -3.6636 -0.8704 0.132
H 3.9663 -5.2028 -1.2647 0.133
H 3.9281 -4.0095 1.3554 0.119
H 2.8349 -5.2846 0.8137 0.126
H 1.4779 -3.1422 1.2535 0.086
C -2.0312 -4.1165 5.4649 -0.091
C -2.5139 -4.9952 4.3086 -0.232
C -2.0892 -4.4907 2.9235 -0.188
C -2.9877 -3.4074 2.3278 -0.132
N -3.0784 -2.1779 3.1145 0.000
C -2.2054 -1.1575 3.0964 -0.587
Se -0.4683 -1.2766 2.3929 0.680
N -2.6887 -0.1463 3.8374 -0.001
C -2.1097 1.1857 3.9530 -0.135
C -1.6583 1.5674 5.3636 -0.166
C -0.3804 0.8744 5.8451 -0.238
C -0.5860 -0.5790 6.2727 -0.089
C -3.9261 -0.5176 4.3475 -0.133
C -4.8371 0.1437 5.1646 0.012
C -5.9664 -0.5591 5.5352 -0.051
C -6.2015 -1.8662 5.0928 -0.048
C -5.3164 -2.5125 4.2536 0.010
C -4.1704 -1.8141 3.8932 -0.149
H -2.1635 -4.6319 6.4156 0.081
H -2.5811 -3.1767 5.5293 0.054
H -0.9683 -3.8913 5.3526 0.076
H -3.6027 -5.0938 4.3430 0.102
H -2.0983 -5.9949 4.4404 0.111
H -2.1148 -5.3183 2.2109 0.120
H -1.0604 -4.1301 2.9712 0.073
H -4.0015 -3.7933 2.2336 0.128
H -2.6300 -3.1406 1.3322 0.114
H -2.8714 1.8939 3.6165 0.133
H -1.2642 1.2404 3.2660 0.075
H -2.4609 1.3729 6.0782 0.106
H -1.4964 2.6472 5.3480 0.121
H -0.0054 1.4365 6.7024 0.116
H 0.3788 0.9228 5.0586 0.066
H -1.3816 -0.6525 7.0165 0.085
H 0.3272 -0.9727 6.7190 0.081
H -0.8404 -1.2183 5.4270 0.026
H -4.6794 1.1567 5.5062 0.117
H -6.6868 -0.0932 6.1935 0.117
H -7.0917 -2.3864 5.4179 0.118
H -5.4980 -3.5207 3.9089 0.115
```


2.
# C46H58BN2O

2 unconnected molecules or ions with the total composition C46H58BN2O (ωB97M-V/def2-TZVPD, the Open Molecules 2025 dataset).

Values from the calculation:
Max |F|, eV/A: 2.43
Net charge: +1
LUMO level, eV: -5.101

```
108
Properties=species:S:1:pos:R:3:lowdin_charge:R:1
C -1.1904 2.9602 4.2361 -0.063
C -2.0226 4.2048 3.9950 -0.526
C -2.8394 4.3691 5.2909 -0.077
C -1.1367 5.4483 3.9106 -0.039
C -2.9591 4.1217 2.7358 -0.053
C -4.1681 4.8022 2.9133 -0.048
C -5.2479 4.6420 2.0500 -0.043
C -5.0248 4.0087 0.8414 -0.040
C -3.7214 3.6463 0.4545 -0.067
C -3.5986 3.4995 -1.0887 -0.530
C -2.1842 3.3885 -1.6175 -0.074
C -4.1848 4.7451 -1.7767 -0.054
C -4.4344 2.2836 -1.5044 -0.053
C -2.7193 3.4944 1.4527 -0.033
N -1.4752 2.8088 1.1696 0.064
C -1.1970 1.5015 0.7924 -0.149
B -1.9489 0.2521 0.1524 -0.316
H -1.2826 -0.8801 -0.1490 0.085
N 0.1685 1.3653 0.8839 0.029
C 0.9087 0.1853 0.5297 -0.076
C 1.7981 0.2198 -0.5896 -0.047
C 2.1770 1.4526 -1.4812 -0.520
C 2.7138 1.0086 -2.8506 -0.082
C 3.3041 2.2397 -0.8182 -0.036
C 1.0019 2.3567 -1.8195 -0.049
C 2.3961 -0.9831 -0.9756 -0.037
C 2.0022 -2.2014 -0.4441 -0.063
C 1.1172 -2.2294 0.6204 -0.057
C 0.6789 -1.0377 1.2226 -0.097
C 0.0125 -1.2880 2.6111 -0.528
C -1.2278 -2.1759 2.4541 -0.050
C -0.3970 -0.0539 3.3793 -0.066
C 1.0247 -2.0337 3.4937 -0.051
C 0.7297 2.5699 1.2846 -0.054
C -0.2541 3.4827 1.3266 -0.046
H -0.4013 2.8285 3.4970 0.049
H -0.6840 3.0457 5.2086 0.097
H -1.8200 2.0658 4.2655 0.092
H -3.3023 5.3578 5.3790 0.075
H -3.6150 3.6003 5.3778 0.100
H -2.1744 4.2675 6.1589 0.088
H -1.7536 6.3528 3.8345 0.095
H -0.5203 5.5286 4.8166 0.096
H -0.4640 5.4280 3.0525 0.054
H -4.3263 5.4377 3.7853 0.105
H -6.2335 5.0294 2.3095 0.115
H -5.8577 3.8830 0.1446 0.112
H -2.2152 3.2572 -2.7090 0.101
H -1.6717 2.5226 -1.2107 0.023
H -1.5938 4.2857 -1.3952 0.098
H -5.2359 4.9127 -1.5247 0.075
H -3.6166 5.6383 -1.4900 0.094
H -4.1162 4.6378 -2.8671 0.092
H -5.5060 2.5120 -1.4439 0.080
H -4.2054 1.9933 -2.5385 0.094
H -4.2403 1.4269 -0.8536 0.058
H -2.8330 -0.0062 0.9691 0.044
H -2.4324 0.5808 -0.9377 0.028
H 2.0031 0.3484 -3.3610 0.098
H 2.8665 1.8874 -3.4918 0.090
H 3.6864 0.5099 -2.7790 0.075
H 3.0030 2.6589 0.1422 0.054
H 4.1689 1.5869 -0.6468 0.095
H 3.6157 3.0680 -1.4686 0.098
H 0.6808 2.9680 -0.9756 0.057
H 1.3052 3.0697 -2.6015 0.098
H 0.1550 1.7799 -2.2058 0.100
H 3.1638 -1.0054 -1.7489 0.099
H 2.4082 -3.1243 -0.8484 0.071
H 0.8084 -3.1899 1.0400 0.097
H -0.9952 -3.1175 1.9465 0.073
H -1.6330 -2.4159 3.4484 0.096
H -2.0048 -1.6642 1.8814 0.044
H 0.4595 0.5804 3.6327 0.098
H -1.1460 0.5171 2.8276 0.058
H -0.8718 -0.3668 4.3217 0.103
H 1.9286 -1.4271 3.6224 0.095
H 0.5931 -2.2176 4.4853 0.092
H 1.3153 -2.9997 3.0707 0.073
H 1.7730 2.6722 1.5248 0.126
H -0.1839 4.5486 1.4608 0.126
C 7.2081 -5.5302 -1.6930 -0.033
C 6.3514 -5.5490 -0.5814 -0.047
C 4.9686 -5.5979 -0.7557 0.003
C 4.4067 -5.6222 -2.0562 -0.139
C 2.9791 -5.5669 -2.2720 -0.122
O 2.6677 -5.5433 -3.5939 0.112
C 1.3461 -5.5219 -3.9930 -0.137
C 0.3131 -5.3930 -3.0420 -0.127
C -0.9989 -5.6674 -3.5110 0.017
C -1.2258 -5.9358 -4.8525 -0.039
C -0.1685 -5.9533 -5.7780 -0.020
C 1.1373 -5.7576 -5.3467 0.031
C 0.6804 -5.1057 -1.7090 0.098
C 1.9802 -5.4304 -1.3123 0.022
C 5.2861 -5.6478 -3.1657 0.007
C 6.6627 -5.5820 -2.9862 -0.045
H 8.2889 -5.4551 -1.5562 0.120
H 6.7674 -5.5077 0.4264 0.118
H 4.2920 -5.6191 0.0978 0.113
H -1.8156 -5.6621 -2.7854 0.133
H -2.2404 -6.1376 -5.2020 0.123
H -0.3601 -6.1454 -6.8314 0.125
H 1.9873 -5.8311 -6.0195 0.136
H -0.0817 -4.8738 -0.9744 0.144
H 2.2665 -5.5212 -0.2647 0.131
H 4.8863 -5.7107 -4.1736 0.122
H 7.3148 -5.5584 -3.8600 0.118
```


3.
# C46H58InN2O2

A molecular structure, C46H58InN2O2 (ωB97M-V/def2-TZVPD, the Open Molecules 2025 dataset).

Values from the calculation:
Max |F|, eV/A: 2.14
Net charge: -1
LUMO level, eV: 2.256

```
109
Properties=species:S:1:pos:R:3:lowdin_charge:R:1
C 4.7052 -2.0104 2.5270 -0.091
N 3.6194 -1.0024 2.5397 -0.161
C 4.2400 0.2890 2.1725 -0.092
C 3.1431 -0.8512 3.9135 -0.572
O 3.9686 -0.6991 4.8108 0.018
C 1.7087 -0.9086 4.1936 -0.190
In 0.4273 0.4615 2.9530 0.711
C -1.7513 0.0824 3.3879 -0.300
C -2.3035 -0.8479 2.2995 -0.355
C -3.8101 -0.7691 2.0873 -0.283
N -4.2196 -1.5614 0.8751 -0.020
C 0.9168 2.6336 3.1353 -0.235
C 1.3169 3.1294 1.7633 -0.468
C 1.7946 4.5514 1.6657 -0.148
O 0.5202 4.1321 1.2090 -0.065
H 4.6901 -2.6132 3.4274 0.081
H 5.6811 -1.5273 2.4603 0.069
H 4.6089 -2.6335 1.6383 0.066
H 3.5172 1.0803 1.9900 0.063
H 4.9665 0.5753 2.9379 0.085
H 4.8037 0.1556 1.2498 0.068
H 1.5664 -0.8233 5.2646 0.042
H 1.3828 -1.9115 3.8984 0.050
H 0.6975 -0.0052 1.2380 -0.054
H -2.2779 1.0374 3.4283 0.019
H -1.8415 -0.3593 4.3813 0.016
H -2.0660 -1.8734 2.5864 0.102
H -1.8187 -0.5906 1.3578 0.058
H -4.1446 0.2561 1.9529 0.103
H -4.3248 -1.2306 2.9290 0.091
H -3.3954 -2.0618 0.5655 0.052
H -4.4270 -0.8885 0.1476 0.049
H 0.0066 3.2044 3.3202 0.045
H 1.7334 2.8840 3.8093 0.035
H 1.7797 2.4113 1.0958 0.083
H 2.5107 4.7553 0.8864 0.099
H 1.8579 4.8265 2.7080 0.102
C 2.2043 8.3274 0.9650 -0.089
C 1.1740 8.1446 1.8759 -0.083
C 0.7497 9.2058 2.6634 -0.094
C 1.3500 10.4511 2.5348 -0.107
C 2.3786 10.6340 1.6213 -0.109
C 2.8079 9.5710 0.8387 -0.102
H 2.5358 7.4980 0.3540 0.097
H 0.7039 7.1741 1.9711 0.096
H -0.0501 9.0615 3.3783 0.100
H 1.0160 11.2792 3.1472 0.095
H 2.8464 11.6054 1.5197 0.095
H 3.6136 9.7120 0.1292 0.097
C 5.6127 1.3902 -3.3753 -0.099
C 5.0739 0.5445 -2.4153 -0.093
C 3.7709 0.7330 -1.9737 -0.101
C 3.0044 1.7645 -2.4986 -0.091
C 3.5423 2.6087 -3.4602 -0.098
C 4.8473 2.4238 -3.8966 -0.104
H 6.6296 1.2431 -3.7171 0.097
H 5.6707 -0.2636 -2.0113 0.082
H 3.3553 0.0787 -1.2161 0.105
H 1.9876 1.9087 -2.1557 0.107
H 2.9433 3.4123 -3.8692 0.098
H 5.2677 3.0855 -4.6435 0.095
C 5.5620 -3.4042 -1.6420 -0.091
C 6.7788 -2.9434 -1.1549 -0.098
C 7.9558 -3.5903 -1.5067 -0.098
C 7.9222 -4.6892 -2.3510 -0.104
C 6.7084 -5.1485 -2.8388 -0.097
C 5.5284 -4.5112 -2.4824 -0.102
H 4.6412 -2.9051 -1.3654 0.104
H 6.8114 -2.0834 -0.4977 0.097
H 8.9027 -3.2339 -1.1216 0.099
H 8.8421 -5.1889 -2.6269 0.097
H 6.6806 -6.0085 -3.4961 0.098
H 4.5817 -4.8772 -2.8578 0.090
C -6.2536 -2.6787 -1.4309 -0.101
C -7.1351 -1.6875 -1.0276 -0.109
C -8.1052 -1.2199 -1.9039 -0.097
C -8.1972 -1.7488 -3.1844 -0.107
C -7.3160 -2.7423 -3.5890 -0.108
C -6.3426 -3.2049 -2.7134 -0.096
H -5.5001 -3.0346 -0.7413 0.081
H -7.0639 -1.2816 -0.0269 0.092
H -8.7901 -0.4430 -1.5881 0.100
H -8.9556 -1.3863 -3.8671 0.095
H -7.3878 -3.1557 -4.5874 0.095
H -5.6523 -3.9766 -3.0299 0.098
C -8.4474 -2.3529 3.2929 -0.088
C -8.3734 -2.9785 2.0566 -0.098
C -9.5324 -3.2374 1.3383 -0.097
C -10.7659 -2.8645 1.8540 -0.103
C -10.8403 -2.2367 3.0901 -0.107
C -9.6816 -1.9837 3.8108 -0.101
H -7.5424 -2.1520 3.8515 0.102
H -7.4104 -3.2619 1.6510 0.099
H -9.4721 -3.7277 0.3750 0.102
H -11.6697 -3.0624 1.2917 0.096
H -11.8024 -1.9439 3.4915 0.095
H -9.7395 -1.4971 4.7761 0.097
C 2.1057 -1.8945 -4.2880 -0.075
C 0.7642 -1.8881 -4.6448 -0.087
C 0.1811 -3.0272 -5.1820 -0.100
C 0.9366 -4.1787 -5.3534 -0.105
C 2.2757 -4.1883 -4.9897 -0.102
C 2.8602 -3.0458 -4.4605 -0.095
H 2.5606 -1.0056 -3.8691 0.088
H 0.1727 -0.9928 -4.5036 0.102
H -0.8638 -3.0181 -5.4649 0.098
H 0.4804 -5.0692 -5.7671 0.096
H 2.8646 -5.0886 -5.1177 0.096
H 3.9050 -3.0513 -4.1799 0.083
```


4.
# C46H59FFeGe2N5O3S

A molecular structure, C46H59FFeGe2N5O3S (ωB97M-V/def2-TZVPD, the Open Molecules 2025 dataset).

Values from the calculation:
Max |F|, eV/A: 2.53
Net charge: +1
LUMO level (spin up / spin down), eV: -3.213 / -3.213
Multiplicity: 5

```
118
Properties=species:S:1:pos:R:3:lowdin_charge:R:1
Fe 0.8755 -1.9939 -0.0870 0.503
C -2.3312 0.4987 -6.4462 -0.064
C -0.8130 0.1721 -6.4509 -0.138
N -0.3800 0.0664 -5.0080 -0.037
C -0.1866 -1.1388 -4.4377 0.035
C 0.0256 -1.3552 -3.0957 -0.004
C 0.2831 -2.8213 -2.7791 -0.619
O 0.0419 -3.6519 -3.6309 0.049
O 0.7384 -3.1197 -1.6268 -0.134
C -0.0346 -0.2030 -2.2170 -0.290
O 0.0865 -0.2957 -0.9880 -0.055
C -0.1980 1.0923 -2.8326 -0.043
C -0.1500 2.2442 -2.0046 0.121
C -0.1190 3.5273 -2.5549 -0.172
F -0.1197 4.6737 -1.8218 0.073
C -0.0151 3.6209 -3.9441 -0.234
C -0.1193 2.5242 -4.7663 0.091
C -0.2797 1.1834 -4.2291 -0.117
N 0.4244 4.7774 -4.5642 -0.128
C -0.4847 5.8751 -4.7469 -0.141
C 0.1007 6.7381 -5.8611 -0.090
N 1.4735 7.2157 -5.4619 0.065
C 2.4263 6.0685 -5.1240 -0.065
C 1.7359 5.2251 -4.0497 -0.120
H -2.7618 0.2170 -7.4097 0.075
H -2.5102 1.5919 -6.1629 0.091
H -2.9293 -0.0110 -5.6877 0.069
H -0.2702 1.0149 -6.9746 0.119
H -0.5337 -0.7396 -6.9871 0.121
H -0.2259 -2.0452 -5.1333 0.175
H -0.2233 2.0845 -0.9509 0.127
H -0.1251 2.7405 -5.8280 0.114
H -0.5572 6.5084 -3.8450 0.136
H -1.4733 5.5021 -5.0716 0.157
H -0.4949 7.6489 -5.9899 0.140
H 0.2031 6.1606 -6.7890 0.145
H 1.3861 7.7341 -4.5875 0.176
H 1.8314 7.8258 -6.1798 0.175
H 3.3304 6.5418 -4.7221 0.142
H 2.6197 5.4946 -6.0131 0.133
H 1.6659 5.7935 -3.0537 0.158
H 2.3449 4.3463 -3.9449 0.140
S 2.7551 -1.7369 1.2925 0.145
C -0.0542 -4.0895 1.7854 -0.393
N -0.0092 -3.8189 3.0986 0.092
C 0.5881 -4.9170 3.8506 -0.132
C 1.4174 -5.5769 2.8081 -0.148
N 0.7279 -5.1928 1.6208 0.076
H -0.5899 -3.1395 3.5759 0.117
H -0.2115 -5.5358 4.2262 0.119
H 1.1357 -4.6164 4.7006 0.099
H 1.3565 -6.6724 2.8708 0.134
H 2.4208 -5.1809 2.7591 0.122
H 1.0521 -5.4005 0.6993 0.151
C -0.7050 -3.3266 0.7427 -0.250
Ge -2.3575 -2.4474 1.1940 0.984
C -3.6366 -3.7805 1.7975 -0.283
C -4.7002 -4.2371 1.0321 -0.061
C -5.5073 -5.2853 1.5816 -0.064
C -5.1697 -5.8759 2.7930 -0.091
C -4.1340 -5.3467 3.5666 -0.081
C -3.4415 -4.2859 3.0530 -0.147
C -2.3640 -1.2256 2.7322 -0.261
C -1.3252 -0.6439 3.4435 -0.104
C -1.5064 0.1173 4.5983 -0.086
C -2.7707 0.4326 5.0456 -0.073
C -3.8464 -0.0954 4.3055 -0.073
C -3.6343 -0.8763 3.1827 -0.142
C -3.1653 -1.6769 -0.4038 -0.287
C -3.1084 -2.2944 -1.6462 -0.103
C -3.9175 -1.8612 -2.7060 -0.065
C -4.8339 -0.8083 -2.4509 -0.088
C -4.8289 -0.1640 -1.2256 -0.075
C -4.0117 -0.6327 -0.1808 -0.106
H -0.7614 -3.9017 -0.1757 0.050
H -4.9220 -3.8381 0.0504 0.094
H -6.4081 -5.5901 1.0899 0.091
H -5.7142 -6.6723 3.2554 0.094
H -3.8898 -5.8308 4.5349 0.117
H -2.7065 -3.8731 3.6932 0.077
H -0.2823 -0.8381 3.2195 0.078
H -0.6530 0.4916 5.1229 0.087
H -2.9835 0.9964 5.9406 0.102
H -4.8761 -0.0326 4.7292 0.118
H -4.4753 -1.3283 2.6771 0.098
H -2.4327 -3.1318 -1.7860 0.103
H -3.8946 -2.3792 -3.6587 0.101
H -5.4669 -0.5005 -3.2500 0.086
H -5.5262 0.6230 -0.9939 0.097
H -4.0865 -0.1326 0.7663 0.083
C 5.6422 4.0955 3.5427 -0.110
C 5.7194 2.6969 2.9652 -0.305
C 4.8815 2.6258 1.6924 -0.305
C 4.6217 1.1952 1.1508 -0.356
Ge 2.9618 0.4702 1.7755 0.558
C 2.3540 0.8540 3.6593 -0.311
C 2.2880 -0.4830 4.4400 -0.345
C 3.6969 -0.9871 4.8184 -0.288
C 3.6676 -2.3881 5.4020 -0.109
H 6.2861 4.1945 4.4343 0.082
H 4.5912 4.2006 3.8070 0.071
H 5.9410 4.8021 2.7868 0.065
H 5.3815 1.9852 3.7091 0.091
H 6.7199 2.3660 2.7575 0.102
H 5.4548 3.2577 1.0280 0.099
H 3.9292 3.1270 1.9538 0.097
H 5.5232 0.6224 1.2505 0.062
H 4.4034 1.3480 0.0789 0.057
H 1.8317 1.1565 0.9787 -0.045
H 1.3433 1.2641 3.5393 0.043
H 3.0349 1.5946 4.0744 0.045
H 1.8126 -1.2342 3.8367 0.014
H 1.6411 -0.4252 5.3548 0.114
H 4.1216 -0.2901 5.5409 0.107
H 4.3250 -0.9761 3.9153 0.085
H 3.4379 -2.4463 6.4750 0.075
H 4.6649 -2.8236 5.2582 0.074
H 2.9207 -3.0059 4.8755 0.053
```